No. 1
{
  "formula": "C26H25N2O4S",
  "method": "ωB97M-V/def2-TZVPD",
  "orbital_gap_ev": 5.5415,
  "max_force_ev_per_a": 6.369,
  "total_charge": -1,
  "e_tot_ev": -49370.896,
  "multiplicity": 1,
  "symbols": ["C", "C", "C", "C", "O", "C", "N", "C", "C", "C", "C", "C", "C", "C", "O", "H", "H", "H", "H", "H", "H", "H", "H", "H", "H", "H", "H", "H", "H", "H", "C", "C", "C", "C", "S", "C", "C", "C", "C", "C", "C", "N", "C", "C", "O", "O", "C", "C", "H", "H", "H", "H", "H", "H", "H", "H", "H", "H"],
  "xyz": [[-3.1000, -4.1498, 0.1832], [-3.1247, -3.1664, -0.9672], [-2.0563, -3.5307, -1.9844], [-4.5103, -3.1502, -1.5999], [-2.9275, -1.7767, -0.5307], [-1.8427, -1.4658, 0.2268], [-1.6437, -0.0913, 0.1262], [-0.8064, 0.6684, 0.6782], [-1.2911, 1.9130, 1.2838], [-1.0295, 2.2616, 2.6257], [-1.7184, 3.3289, 3.2062], [-2.6333, 4.0753, 2.4525], [-2.8589, 3.7600, 1.1040], [-2.2032, 2.6741, 0.5304], [-1.2047, -2.2295, 0.9215], [-3.9110, -3.9299, 0.8886], [-3.2428, -5.1713, -0.1949], [-2.1392, -4.0892, 0.7025], [-2.0913, -2.8379, -2.8355], [-1.0612, -3.4871, -1.5214], [-2.2220, -4.5485, -2.3591], [-4.5548, -2.4118, -2.4094], [-4.7776, -4.1314, -2.0092], [-5.2610, -2.8775, -0.8470], [0.4233, 0.3741, 0.7044], [-0.3219, 1.6601, 3.2020], [-1.5467, 3.5722, 4.2569], [-3.1751, 4.9033, 2.9126], [-3.5511, 4.3450, 0.4969], [-2.3997, 2.3694, -0.4982], [2.0439, -0.6976, -5.0010], [0.8948, -0.4127, -4.2555], [0.9561, -0.3702, -2.8596], [2.1749, -0.6064, -2.2205], [2.2484, -0.7751, -0.4238], [1.5161, 0.7327, 0.2408], [2.3773, 1.3169, 1.3226], [2.9145, 2.6122, 1.2199], [3.5660, 3.1910, 2.3063], [3.6708, 2.4926, 3.5149], [4.2424, 3.1233, 4.6760], [4.6893, 3.6378, 5.6296], [3.1949, 1.1775, 3.5971], [2.5724, 0.5877, 2.5028], [1.3180, -1.8309, -0.1002], [3.6505, -0.8772, -0.1044], [3.3340, -0.8634, -2.9581], [3.2636, -0.9158, -4.3512], [1.9889, -0.7499, -6.0895], [-0.0586, -0.2331, -4.7527], [0.0650, -0.1612, -2.2678], [1.4046, 1.4002, -0.6171], [2.8038, 3.1524, 0.2780], [3.9882, 4.1950, 2.2250], [3.3117, 0.6184, 4.5267], [2.2083, -0.4385, 2.5734], [4.2752, -1.0305, -2.4378], [4.1677, -1.1358, -4.9193]]
}


No. 2
{
  "formula": "C26H26AuN2OPTe",
  "method": "ωB97M-V/def2-TZVPD",
  "orbital_gap_ev": 6.7385,
  "max_force_ev_per_a": 1.554,
  "total_charge": 2,
  "e_tot_ev": -52672.319,
  "de_lowest_kcal_mol": 15.7,
  "multiplicity": 1,
  "symbols": ["Au", "N", "P", "C", "C", "C", "C", "C", "C", "C", "C", "C", "C", "C", "C", "C", "C", "C", "C", "C", "N", "H", "H", "H", "H", "H", "H", "H", "H", "H", "H", "H", "H", "H", "H", "H", "C", "C", "C", "O", "H", "H", "H", "H", "H", "H", "Te", "C", "C", "C", "C", "C", "C", "H", "H", "H", "H", "H"],
  "xyz": [[1.0839, -0.2451, 1.1037], [2.5409, -0.8298, -1.8191], [2.6007, 0.2571, -0.4819], [4.2868, 0.0578, 0.0982], [5.3430, 0.2059, -0.8070], [6.6480, 0.0789, -0.3689], [6.9075, -0.1733, 0.9746], [5.8642, -0.3123, 1.8762], [4.5515, -0.2020, 1.4394], [2.5416, 1.9080, -1.1827], [2.4029, 2.9778, -0.3021], [2.4078, 4.2750, -0.7896], [2.5511, 4.5024, -2.1521], [2.6993, 3.4353, -3.0289], [2.6915, 2.1365, -2.5471], [1.5293, -1.7346, -2.0936], [1.8544, -3.0302, -2.5077], [0.8505, -3.9404, -2.7363], [-0.4823, -3.5708, -2.5306], [-0.7399, -2.2887, -2.1411], [0.2450, -1.3660, -1.9325], [3.4509, -1.2326, -2.0111], [5.1522, 0.4418, -1.8491], [7.4651, 0.1858, -1.0691], [7.9300, -0.2531, 1.3177], [6.0698, -0.5112, 2.9188], [3.7375, -0.3171, 2.1452], [2.2998, 2.8029, 0.7638], [2.3029, 5.1080, -0.1081], [2.5595, 5.5158, -2.5300], [2.8257, 3.6161, -4.0880], [2.8497, 1.3077, -3.2253], [2.8934, -3.3055, -2.6290], [1.0971, -4.9435, -3.0586], [-1.2939, -4.2655, -2.6863], [-1.7513, -1.9428, -1.9862], [-1.4165, -1.9307, 4.3203], [-0.6630, -1.8666, 3.0403], [-0.4650, -3.1148, 2.2548], [-0.2208, -0.7728, 2.6701], [-2.1069, -2.7706, 4.3439], [-1.9277, -0.9905, 4.5125], [-0.6828, -2.0794, 5.1197], [-0.1407, -3.9250, 2.9091], [0.2457, -2.9725, 1.4419], [-1.4347, -3.4117, 1.8454], [-0.6286, 0.7085, -2.4460], [-0.3586, 0.7137, -4.4905], [0.7915, 0.2004, -5.0906], [0.9392, 0.3109, -6.4623], [-0.0438, 0.9376, -7.2201], [-1.1868, 1.4389, -6.6183], [-1.3619, 1.3162, -5.2463], [1.5588, -0.2810, -4.4975], [1.8231, -0.0858, -6.9434], [0.0832, 1.0311, -8.2901], [-1.9537, 1.9134, -7.2148], [-2.2663, 1.6907, -4.7816]]
}


No. 3
{
  "formula": "C26H26BN12STeW",
  "method": "ωB97M-V/def2-TZVPD",
  "orbital_gap_ev": [6.9149, 5.4894],
  "max_force_ev_per_a": 1.581,
  "total_charge": 2,
  "e_tot_ev": -65885.137,
  "s_squared": 3.815,
  "de_lowest_kcal_mol": 12.3,
  "multiplicity": 4,
  "symbols": ["W", "C", "C", "N", "N", "C", "B", "N", "C", "C", "C", "N", "N", "C", "C", "C", "N", "N", "C", "C", "C", "N", "H", "H", "H", "H", "H", "H", "H", "H", "H", "H", "H", "H", "C", "C", "N", "N", "C", "N", "S", "C", "C", "C", "C", "C", "N", "H", "H", "H", "H", "H", "H", "H", "H", "H", "Te", "C", "C", "C", "C", "C", "C", "H", "H", "H", "H", "H"],
  "xyz": [[0.1034, -0.1001, 0.5155], [3.9286, 1.4509, 1.9161], [3.0849, 0.4214, 1.5296], [1.8977, 0.9178, 1.1526], [1.9751, 2.2546, 1.2720], [3.1799, 2.5989, 1.7448], [0.7746, 3.1733, 0.9289], [-0.3261, 2.7105, 1.9124], [-1.0880, 3.4022, 2.7698], [-1.7452, 2.5047, 3.5915], [-1.3240, 1.2546, 3.1590], [-0.4776, 1.3799, 2.1289], [0.2635, 2.8268, -0.4779], [0.0583, 3.5961, -1.5572], [-0.5817, 2.8366, -2.5202], [-0.7373, 1.5818, -1.9419], [-0.2287, 1.5891, -0.7015], [1.2122, 4.5956, 1.0552], [1.4990, 5.3067, 2.1822], [2.2231, 6.4119, 1.8169], [2.3589, 6.3028, 0.4219], [1.7631, 5.2177, -0.0031], [4.9347, 1.3728, 2.2727], [3.2949, -0.6348, 1.4892], [3.4419, 3.6154, 1.9548], [-1.1409, 4.4725, 2.7491], [-2.4179, 2.7252, 4.3932], [-1.5813, 0.2960, 3.5736], [0.4000, 4.6132, -1.5694], [-0.8905, 3.1519, -3.4961], [-1.1836, 0.6825, -2.3462], [1.1788, 4.9748, 3.1501], [2.6044, 7.1863, 2.4486], [2.8638, 6.9517, -0.2642], [-1.7215, -4.0540, -0.1991], [-1.4772, -2.5941, -0.0660], [-0.3004, -2.0193, -0.3483], [0.5995, -2.8193, -0.9433], [1.6567, -2.2474, -1.4453], [2.5663, -2.9426, -2.1189], [1.8829, -0.5320, -1.2234], [-2.4772, -1.6584, 0.3170], [-3.8397, -1.9698, 0.4573], [-4.7408, -0.9585, 0.6948], [-4.2704, 0.3584, 0.7627], [-2.9233, 0.6001, 0.6237], [-2.0075, -0.3712, 0.4353], [-0.7689, -4.5736, -0.2555], [-2.2797, -4.2901, -1.1034], [-2.2869, -4.4225, 0.6555], [2.4023, -3.9131, -2.3310], [3.3434, -2.4787, -2.5589], [-4.1574, -2.9959, 0.3618], [-5.7902, -1.1712, 0.8180], [-4.9439, 1.1809, 0.9313], [-2.5533, 1.6215, 0.6466], [0.8067, -1.8806, 2.5158], [-0.8566, -3.0461, 3.1871], [-2.1486, -2.5312, 3.3012], [-3.1715, -3.3200, 3.7915], [-2.9223, -4.6379, 4.1547], [-1.6404, -5.1581, 4.0484], [-0.6093, -4.3646, 3.5833], [-2.3681, -1.5104, 3.0173], [-4.1623, -2.9037, 3.9047], [-3.7260, -5.2528, 4.5273], [-1.4376, -6.1782, 4.3419], [0.3970, -4.7525, 3.5217]]
}


No. 4
{
  "formula": "C26H26BN4O7S",
  "method": "ωB97M-V/def2-TZVPD",
  "orbital_gap_ev": 7.7877,
  "max_force_ev_per_a": 1.518,
  "total_charge": 1,
  "e_tot_ev": -59178.321,
  "de_lowest_kcal_mol": 0.0,
  "multiplicity": 1,
  "symbols": ["C", "N", "C", "B", "O", "N", "C", "C", "O", "C", "O", "C", "C", "C", "C", "C", "C", "C", "C", "C", "S", "H", "H", "H", "H", "H", "H", "H", "H", "H", "H", "H", "H", "H", "H", "H", "H", "C", "C", "C", "C", "C", "C", "N", "O", "O", "H", "H", "H", "H", "H", "C", "C", "C", "C", "C", "C", "N", "O", "O", "H", "H", "H", "H", "H"],
  "xyz": [[1.5819, 0.4795, 2.6331], [1.9201, 1.5716, 1.6871], [3.3171, 1.4578, 1.1642], [0.9924, 1.6886, 0.6045], [0.9064, 0.8187, -0.4482], [-0.0017, 2.8676, 0.6951], [-0.5088, 3.0810, 1.9222], [-1.4510, 4.0624, 2.1453], [-2.0158, 4.2337, 3.3845], [-3.0083, 3.2675, 3.6797], [-3.3561, 3.1699, 4.7912], [-3.4958, 2.4044, 2.5790], [-3.1638, 1.0523, 2.6407], [-3.5698, 0.2011, 1.6267], [-4.2935, 0.6696, 0.5406], [-4.6214, 2.0195, 0.4676], [-4.2350, 2.8635, 1.4974], [-1.8241, 4.8737, 1.0891], [-1.2850, 4.6572, -0.1624], [-0.3830, 3.6278, -0.3587], [0.2853, 3.3675, -1.9740], [1.2512, 0.9168, 3.5782], [2.4642, -0.0984, 2.8711], [0.7861, -0.1839, 2.2876], [3.5480, 0.4342, 0.8645], [3.9728, 1.7870, 1.9631], [3.4064, 2.1334, 0.3150], [0.5172, -0.0128, -0.1420], [-0.1846, 2.4663, 2.7463], [-2.5822, 0.6689, 3.4675], [-3.3071, -0.8461, 1.6702], [-4.6227, 0.0256, -0.2554], [-5.1645, 2.4315, -0.3660], [-4.4868, 3.9150, 1.4401], [-2.5524, 5.6440, 1.2914], [-1.5957, 5.2796, -0.9836], [-0.5547, 2.4243, -2.4361], [-1.3018, -3.1609, -4.1025], [-2.6547, -3.2030, -3.7932], [-3.2995, -2.0638, -3.3396], [-2.5736, -0.8937, -3.2059], [-1.2234, -0.8355, -3.5046], [-0.5864, -1.9792, -3.9549], [-3.2632, 0.3195, -2.7454], [-4.4433, 0.2232, -2.4744], [-2.6169, 1.3491, -2.6548], [-0.8034, -4.0510, -4.4624], [-3.2094, -4.1234, -3.9089], [-4.3519, -2.0930, -3.0996], [-0.6709, 0.0850, -3.3953], [0.4670, -1.9487, -4.1960], [5.7890, -5.3861, -0.9665], [4.4659, -5.6100, -0.6074], [3.7733, -4.6566, 0.1193], [4.4224, -3.4863, 0.4724], [5.7418, -3.2482, 0.1293], [6.4264, -4.2091, -0.5955], [3.6877, -2.4647, 1.2248], [2.5348, -2.6978, 1.5326], [4.2702, -1.4284, 1.4978], [6.3255, -6.1318, -1.5378], [3.9734, -6.5281, -0.8954], [2.7453, -4.8274, 0.4019], [6.2332, -2.3313, 0.4185], [7.4571, -4.0392, -0.8732]]
}


Repeat the third record exactly.
{
  "formula": "C26H26BN12STeW",
  "method": "ωB97M-V/def2-TZVPD",
  "orbital_gap_ev": [6.9149, 5.4894],
  "max_force_ev_per_a": 1.581,
  "total_charge": 2,
  "e_tot_ev": -65885.137,
  "s_squared": 3.815,
  "de_lowest_kcal_mol": 12.3,
  "multiplicity": 4,
  "symbols": ["W", "C", "C", "N", "N", "C", "B", "N", "C", "C", "C", "N", "N", "C", "C", "C", "N", "N", "C", "C", "C", "N", "H", "H", "H", "H", "H", "H", "H", "H", "H", "H", "H", "H", "C", "C", "N", "N", "C", "N", "S", "C", "C", "C", "C", "C", "N", "H", "H", "H", "H", "H", "H", "H", "H", "H", "Te", "C", "C", "C", "C", "C", "C", "H", "H", "H", "H", "H"],
  "xyz": [[0.1034, -0.1001, 0.5155], [3.9286, 1.4509, 1.9161], [3.0849, 0.4214, 1.5296], [1.8977, 0.9178, 1.1526], [1.9751, 2.2546, 1.2720], [3.1799, 2.5989, 1.7448], [0.7746, 3.1733, 0.9289], [-0.3261, 2.7105, 1.9124], [-1.0880, 3.4022, 2.7698], [-1.7452, 2.5047, 3.5915], [-1.3240, 1.2546, 3.1590], [-0.4776, 1.3799, 2.1289], [0.2635, 2.8268, -0.4779], [0.0583, 3.5961, -1.5572], [-0.5817, 2.8366, -2.5202], [-0.7373, 1.5818, -1.9419], [-0.2287, 1.5891, -0.7015], [1.2122, 4.5956, 1.0552], [1.4990, 5.3067, 2.1822], [2.2231, 6.4119, 1.8169], [2.3589, 6.3028, 0.4219], [1.7631, 5.2177, -0.0031], [4.9347, 1.3728, 2.2727], [3.2949, -0.6348, 1.4892], [3.4419, 3.6154, 1.9548], [-1.1409, 4.4725, 2.7491], [-2.4179, 2.7252, 4.3932], [-1.5813, 0.2960, 3.5736], [0.4000, 4.6132, -1.5694], [-0.8905, 3.1519, -3.4961], [-1.1836, 0.6825, -2.3462], [1.1788, 4.9748, 3.1501], [2.6044, 7.1863, 2.4486], [2.8638, 6.9517, -0.2642], [-1.7215, -4.0540, -0.1991], [-1.4772, -2.5941, -0.0660], [-0.3004, -2.0193, -0.3483], [0.5995, -2.8193, -0.9433], [1.6567, -2.2474, -1.4453], [2.5663, -2.9426, -2.1189], [1.8829, -0.5320, -1.2234], [-2.4772, -1.6584, 0.3170], [-3.8397, -1.9698, 0.4573], [-4.7408, -0.9585, 0.6948], [-4.2704, 0.3584, 0.7627], [-2.9233, 0.6001, 0.6237], [-2.0075, -0.3712, 0.4353], [-0.7689, -4.5736, -0.2555], [-2.2797, -4.2901, -1.1034], [-2.2869, -4.4225, 0.6555], [2.4023, -3.9131, -2.3310], [3.3434, -2.4787, -2.5589], [-4.1574, -2.9959, 0.3618], [-5.7902, -1.1712, 0.8180], [-4.9439, 1.1809, 0.9313], [-2.5533, 1.6215, 0.6466], [0.8067, -1.8806, 2.5158], [-0.8566, -3.0461, 3.1871], [-2.1486, -2.5312, 3.3012], [-3.1715, -3.3200, 3.7915], [-2.9223, -4.6379, 4.1547], [-1.6404, -5.1581, 4.0484], [-0.6093, -4.3646, 3.5833], [-2.3681, -1.5104, 3.0173], [-4.1623, -2.9037, 3.9047], [-3.7260, -5.2528, 4.5273], [-1.4376, -6.1782, 4.3419], [0.3970, -4.7525, 3.5217]]
}


Please write out number 1 again, unchanged.
{
  "formula": "C26H25N2O4S",
  "method": "ωB97M-V/def2-TZVPD",
  "orbital_gap_ev": 5.5415,
  "max_force_ev_per_a": 6.369,
  "total_charge": -1,
  "e_tot_ev": -49370.896,
  "multiplicity": 1,
  "symbols": ["C", "C", "C", "C", "O", "C", "N", "C", "C", "C", "C", "C", "C", "C", "O", "H", "H", "H", "H", "H", "H", "H", "H", "H", "H", "H", "H", "H", "H", "H", "C", "C", "C", "C", "S", "C", "C", "C", "C", "C", "C", "N", "C", "C", "O", "O", "C", "C", "H", "H", "H", "H", "H", "H", "H", "H", "H", "H"],
  "xyz": [[-3.1000, -4.1498, 0.1832], [-3.1247, -3.1664, -0.9672], [-2.0563, -3.5307, -1.9844], [-4.5103, -3.1502, -1.5999], [-2.9275, -1.7767, -0.5307], [-1.8427, -1.4658, 0.2268], [-1.6437, -0.0913, 0.1262], [-0.8064, 0.6684, 0.6782], [-1.2911, 1.9130, 1.2838], [-1.0295, 2.2616, 2.6257], [-1.7184, 3.3289, 3.2062], [-2.6333, 4.0753, 2.4525], [-2.8589, 3.7600, 1.1040], [-2.2032, 2.6741, 0.5304], [-1.2047, -2.2295, 0.9215], [-3.9110, -3.9299, 0.8886], [-3.2428, -5.1713, -0.1949], [-2.1392, -4.0892, 0.7025], [-2.0913, -2.8379, -2.8355], [-1.0612, -3.4871, -1.5214], [-2.2220, -4.5485, -2.3591], [-4.5548, -2.4118, -2.4094], [-4.7776, -4.1314, -2.0092], [-5.2610, -2.8775, -0.8470], [0.4233, 0.3741, 0.7044], [-0.3219, 1.6601, 3.2020], [-1.5467, 3.5722, 4.2569], [-3.1751, 4.9033, 2.9126], [-3.5511, 4.3450, 0.4969], [-2.3997, 2.3694, -0.4982], [2.0439, -0.6976, -5.0010], [0.8948, -0.4127, -4.2555], [0.9561, -0.3702, -2.8596], [2.1749, -0.6064, -2.2205], [2.2484, -0.7751, -0.4238], [1.5161, 0.7327, 0.2408], [2.3773, 1.3169, 1.3226], [2.9145, 2.6122, 1.2199], [3.5660, 3.1910, 2.3063], [3.6708, 2.4926, 3.5149], [4.2424, 3.1233, 4.6760], [4.6893, 3.6378, 5.6296], [3.1949, 1.1775, 3.5971], [2.5724, 0.5877, 2.5028], [1.3180, -1.8309, -0.1002], [3.6505, -0.8772, -0.1044], [3.3340, -0.8634, -2.9581], [3.2636, -0.9158, -4.3512], [1.9889, -0.7499, -6.0895], [-0.0586, -0.2331, -4.7527], [0.0650, -0.1612, -2.2678], [1.4046, 1.4002, -0.6171], [2.8038, 3.1524, 0.2780], [3.9882, 4.1950, 2.2250], [3.3117, 0.6184, 4.5267], [2.2083, -0.4385, 2.5734], [4.2752, -1.0305, -2.4378], [4.1677, -1.1358, -4.9193]]
}


Question: Which value of multiplicity does entry 2 give?
Answer: 1